ORCA calculation (ωB97M-V/def2-TZVPD) on a single C9H7NO molecule in a non-equilibrium geometry.

Each line ends with the natural charge from an NBO analysis.
Geometry (Å):
O 0.999 3.007 1.192  -0.66
N 0.209 -1.927 -1.094  -0.39
C -0.693 0.012 0.131  -0.07
C 0.821 1.748 0.726  0.32
C -0.433 1.219 0.784  -0.28
C -2.142 -1.832 -0.440  -0.26
C 0.377 -0.715 -0.490  0.12
C -1.015 -2.433 -1.062  0.04
C 1.708 -0.178 -0.373  -0.17
C 1.926 1.040 0.168  -0.27
C -2.002 -0.599 0.137  -0.14
H 1.973 3.207 1.246  0.48
H -3.016 -2.446 -0.415  0.22
H 2.965 1.463 0.219  0.21
H -1.179 1.750 1.437  0.23
H -1.146 -3.360 -1.584  0.19
H 2.498 -0.672 -0.914  0.23
H -2.836 -0.083 0.643  0.22

Computed properties:
Energy relative to the best compared isomer or geometry (same formula, charge and spin)   23.2 kJ/mol
Kohn-Sham gap   8.63 eV
Net charge   0
HOMO   -8.283 eV
DFT total energy   -12983.9285 eV

---

ORCA calculation (ωB97M-V/def2-TZVPD) on a molecular structure, C7H21N4P in a non-equilibrium geometry.

Each line ends with the natural charge from an NBO analysis.
Geometry (Å):
P -0.260 -0.324 0.801  2.12
N -1.369 0.002 2.068  -1.20
N 1.590 0.092 2.103  -0.88
N -0.114 0.311 -0.570  -1.11
N -0.267 -2.018 0.845  -0.76
C 0.312 -2.495 2.053  -0.44
C -0.705 1.277 -1.453  0.14
C -2.033 1.806 -0.810  -0.63
C -0.954 0.444 -2.800  -0.62
C 2.556 0.395 1.100  -0.44
C 0.152 2.456 -1.699  -0.61
C 0.382 -2.748 -0.355  -0.41
H -1.345 -0.413 -2.271  0.22
H 1.441 -2.986 -0.239  0.19
H -1.041 0.277 3.033  0.42
H 0.013 0.123 -3.149  0.22
H -2.653 0.834 -0.875  0.20
H -0.339 3.064 -2.509  0.20
H 0.211 -2.092 -1.222  0.23
H 1.262 2.186 -1.975  0.21
H 1.060 -1.949 2.449  0.24
H -1.952 1.979 0.257  0.21
H 2.161 1.005 0.185  0.17
H 3.416 0.956 1.443  0.19
H -0.500 -2.597 2.791  0.19
H -2.433 2.561 -1.518  0.22
H 1.271 0.835 2.637  0.33
H -1.549 1.056 -3.533  0.21
H -2.130 0.600 1.794  0.40
H 0.241 3.157 -0.939  0.21
H 0.746 -3.490 1.955  0.20
H -0.190 -3.786 -0.360  0.20
H 3.021 -0.518 0.761  0.18

Computed properties:
Energy relative to the best compared isomer or geometry (same formula, charge and spin)   181.3 kJ/mol
Kohn-Sham gap   8.79 eV
Net charge   0
HOMO   -8.013 eV
DFT total energy   -22845.8882 eV

---

ORCA calculation (ωB97M-V/def2-TZVPD) on a molecular structure, C20H19ClN7O4PdS in a non-equilibrium geometry.

Each line ends with the natural charge from an NBO analysis.
Geometry (Å):
Pd 1.477 -0.678 1.269  -0.10
Cl -2.515 0.598 -5.336  2.49
S -1.091 -0.256 0.116  1.11
O -1.748 0.193 -4.145  -0.87
O -2.815 -0.586 -6.171  -0.87
O -1.732 1.534 -6.114  -0.87
O -3.786 1.235 -4.971  -0.88
N 2.700 3.091 0.367  -0.57
N 3.453 1.412 1.903  -0.56
N 2.454 3.315 2.726  -0.81
N -0.264 0.583 1.194  -1.11
N 3.098 2.788 -1.879  -0.81
N 4.021 1.294 -0.412  -0.56
N 3.337 -1.559 1.289  -0.40
C -2.130 -1.548 0.801  -0.21
C 3.317 2.364 -0.545  0.60
C 3.700 -2.796 1.680  0.05
C -3.827 0.631 -0.323  -0.22
C 5.971 -2.112 1.736  -0.17
C -2.043 1.556 -1.614  -0.18
C -2.649 -2.505 -0.026  -0.21
C -3.054 -2.493 2.750  -0.19
C -4.253 2.165 -2.098  -0.12
C -2.471 0.715 -0.622  -0.25
C -3.523 -3.458 0.554  -0.20
C -4.711 1.363 -1.041  -0.24
C -3.726 -3.440 1.944  -0.22
C 3.858 0.734 0.805  0.46
C 2.886 2.623 1.600  0.60
C -2.919 2.265 -2.413  -0.17
C 5.621 -0.930 1.263  -0.24
C 5.021 -3.120 1.959  -0.25
C -2.313 -1.513 2.187  -0.23
C 4.318 -0.658 1.063  0.17
H -0.867 0.867 1.993  0.35
H -4.967 2.616 -2.699  0.20
H -3.204 -2.499 3.833  0.21
H 2.394 3.509 -2.014  0.41
H -4.355 -4.156 2.477  0.21
H -4.187 0.047 0.506  0.21
H -5.760 1.275 -0.756  0.21
H 6.364 -0.091 1.198  0.23
H 3.442 2.153 -2.565  0.40
H 2.422 2.710 3.550  0.40
H 5.307 -4.091 2.281  0.22
H -1.780 -0.749 2.693  0.22
H -4.055 -4.227 -0.014  0.22
H -2.498 2.913 -3.201  0.24
H -2.459 -2.449 -1.103  0.25
H 1.555 3.848 2.515  0.40
H -0.973 1.470 -1.826  0.23
H 6.995 -2.447 1.930  0.21
H 2.962 -3.506 1.706  0.20

Computed properties:
Kohn-Sham gap   6.39 eV
Net charge   -1
HOMO   -3.978 eV
DFT total energy   -66499.5248 eV

---

> Among the records above, which one has the lowest DFT total energy?

C20H19ClN7O4PdS

---

> Which formula does entry 2 have?

C7H21N4P